C2H3ClN4O2 | ωB97M-V with the def2-TZVPD basis set

Computed properties:
Orbital gap (alpha / beta) (hartree): 0.287 / 0.286
M (u): 150.525
E_HOMO (alpha / beta) (eV): -8.43 / -8.43
Energy relative to the best compared isomer or geometry (same formula, charge and spin) (kcal/mol): 38.1

Geometry (Å):
C (0.476, -1.629, -2.470)
C (-0.513, 1.341, 2.893)
N (0.287, 0.015, -0.766)
N (-0.324, 0.245, 0.322)
N (0.116, -1.253, -1.210)
N (-0.415, 1.376, 0.841)
O (0.981, -0.932, -3.302)
O (0.026, 2.220, 3.410)
Cl (0.641, 2.732, 0.404)
H (0.238, -2.700, -2.627)
H (-1.145, 0.495, 3.104)
H (-0.368, -1.910, -0.600)

Forces on atoms 1 to 6 (eV/Å):
-0.1 -0.4 0.0
1.2 1.5 -2.7
-0.2 1.9 1.1
0.6 -3.5 -2.4
-0.5 -0.7 0.9
-0.4 2.8 4.2

Taken from the natural (NBO) analysis, the atomic charges in e are: 0.52 0.64 -0.10 -0.07 -0.46 -0.32 -0.56 -0.37 0.04 0.10 0.20 0.38